No. 1
DFT (wB97M-V/def2-TZVPD) results for the molecule C6H6Cl3P in a non-equilibrium geometry.

```
16
Properties=species:S:1:pos:R:3:forces:R:3
C 0.390 -0.739 -0.462 -0.28 0.06 -1.48
C -0.247 -0.010 -1.387 -0.07 -0.34 1.53
C 0.148 -0.613 0.920 0.63 0.39 2.69
C -1.279 1.014 -1.251 2.04 -1.01 -0.47
C -0.115 0.479 1.648 0.48 -0.77 -3.95
C -2.428 0.918 -0.672 -2.04 -0.02 1.79
P -3.430 -0.518 -0.233 -1.20 -0.34 0.67
Cl -3.393 2.345 -0.228 0.41 -0.39 -0.42
Cl -2.619 -2.023 -1.311 0.27 -0.38 -0.29
Cl -2.971 -1.173 1.724 -0.06 0.44 -0.60
H 1.165 -1.472 -0.800 -0.72 0.87 0.35
H 0.235 -0.065 -2.281 0.73 -0.06 -2.94
H 0.456 -1.422 1.520 0.06 -1.42 0.53
H -0.978 1.910 -1.698 0.23 1.67 -0.46
H -0.239 1.349 1.051 -0.31 1.17 0.32
H -0.066 0.458 2.661 -0.18 0.16 2.72
```
Forces are in eV/Å.

Lowest unoccupied orbital energy: -0.5 eV
HOMO energy: -0.3209 Ha
SMILES: C=C/C=C\C=C(\Cl)P(Cl)Cl



No. 2
DFT (wB97M-V/def2-TZVPD) results for a structure of composition C10H24AsO5P2S6TeV.

```
50
Properties=species:S:1:pos:R:3:forces:R:3
V -0.762 -0.398 -0.700 -0.10 -0.48 0.49
S -0.073 -3.279 -4.280 0.01 -0.02 0.01
As 0.479 -2.946 -2.270 0.03 -0.09 -0.03
S -1.286 -2.635 -0.934 0.00 0.08 0.05
S 1.149 -0.847 -1.957 0.19 0.10 -0.02
S 1.824 -4.309 -1.378 0.00 0.02 0.00
C -0.225 0.986 5.813 -0.05 -0.02 -0.04
C -0.229 1.822 4.542 0.11 0.10 0.02
C 1.173 2.156 4.058 0.05 -0.02 0.03
O -1.055 1.222 3.535 -0.01 -0.21 0.01
P -0.635 0.122 2.439 0.17 0.25 -0.24
S -2.240 -0.690 1.695 -0.16 0.10 -0.23
S 0.494 0.937 0.984 -0.13 -0.07 -0.04
O 0.261 -0.824 3.363 -0.01 0.13 0.20
C 0.909 -2.085 3.045 -0.06 -0.19 -0.06
C -0.121 -3.186 2.874 0.06 -0.06 -0.11
C 1.862 -1.993 1.873 0.03 -0.02 -0.03
H 0.229 1.559 6.628 -0.01 -0.02 -0.04
H 0.337 0.065 5.668 0.00 -0.02 -0.01
H -1.248 0.730 6.093 0.03 0.00 0.00
H -0.749 2.758 4.752 -0.02 0.08 0.02
H 1.741 1.248 3.842 -0.03 0.07 0.01
H 1.692 2.717 4.839 -0.01 -0.01 0.00
H 1.138 2.760 3.153 0.01 -0.01 0.01
H 1.485 -2.272 3.955 0.01 0.01 0.05
H -0.684 -3.053 1.947 0.06 -0.04 0.10
H -0.811 -3.205 3.719 -0.02 0.01 -0.02
H 0.399 -4.146 2.813 -0.01 0.02 0.00
H 1.342 -1.918 0.919 0.03 0.00 0.00
H 2.455 -2.909 1.825 -0.02 0.00 0.02
H 2.530 -1.136 1.975 -0.01 -0.02 -0.02
C -2.194 -0.660 -5.947 0.00 0.01 -0.01
C -1.209 0.149 -5.138 -0.13 0.08 0.03
O -1.645 0.152 -3.774 0.01 0.00 0.21
P -1.842 1.353 -2.758 -0.04 -0.12 -0.19
O -2.231 0.663 -1.452 -0.13 0.06 -0.05
Te -3.165 3.067 -3.663 -0.02 0.02 -0.01
O -0.387 1.896 -2.344 0.25 0.14 -0.15
C 0.622 2.245 -3.297 -0.05 0.09 0.08
C 1.829 2.724 -2.527 -0.01 0.03 0.08
H -1.848 -0.740 -6.982 0.00 0.02 0.03
H -3.175 -0.183 -5.934 -0.01 -0.01 0.00
H -2.258 -1.663 -5.525 -0.01 0.00 0.01
H -1.146 1.177 -5.501 0.01 0.07 -0.03
H -0.229 -0.325 -5.145 0.07 -0.02 0.02
H 0.219 3.019 -3.953 0.00 0.07 -0.08
H 0.887 1.365 -3.880 -0.05 -0.13 -0.05
H 1.573 3.590 -1.915 0.01 -0.01 0.00
H 2.631 3.000 -3.216 -0.02 -0.01 -0.01
H 2.188 1.923 -1.878 0.00 0.04 -0.01
```
Forces are in eV/Å.

Charge: -2
Lowest unoccupied orbital energy (alpha / beta): 4.0 / 4.0 eV
Spin multiplicity: 3
HOMO energy (alpha / beta): -0.0667 / -0.0664 Ha



No. 3
DFT (wB97M-V/def2-TZVPD) results for the molecule C3H6N2S in a non-equilibrium geometry.

```
12
Properties=species:S:1:pos:R:3:forces:R:3
C -0.808 -0.260 0.336 0.52 -0.03 0.97
C -0.023 -1.274 -0.588 -1.39 1.58 0.57
C 0.099 1.018 0.465 -1.94 0.48 2.27
N 1.096 0.730 -0.504 2.51 -6.00 -1.95
N 1.143 -0.538 -1.040 -0.46 4.57 1.88
S -1.140 2.640 0.561 2.13 -1.91 -0.50
H -1.785 0.088 0.023 -0.01 -0.24 -0.65
H -0.978 -0.631 1.370 0.24 -0.08 -0.74
H 0.245 -2.199 -0.082 0.66 0.07 0.13
H -0.579 -1.628 -1.462 0.02 0.29 -0.09
H 0.627 1.028 1.507 -0.58 0.33 -1.93
H 2.104 1.025 -0.587 -1.68 0.94 0.04
```
Forces are in eV/Å.

Lowest unoccupied orbital energy (alpha / beta): -2.4 / -2.4 eV
HOMO energy (alpha / beta): -0.2642 / -0.2644 Ha



No. 4
DFT (wB97M-V/def2-TZVPD) results for a cluster of 2 separate species, CH9N3O2 in total in a non-equilibrium geometry.

```
15
Properties=species:S:1:pos:R:3:forces:R:3
C -0.591 1.228 2.100 0.01 0.03 0.18
O -0.584 1.040 0.705 0.87 0.25 -0.49
H -0.380 -0.401 -0.108 0.37 -0.47 -0.43
H -0.448 2.284 2.357 -0.03 -0.10 0.01
H -1.564 0.907 2.487 0.14 0.05 0.00
H 0.197 0.644 2.595 -0.10 0.06 -0.01
N 1.291 0.180 -1.458 0.24 0.20 0.11
N 0.220 -1.004 -0.753 -0.36 0.41 0.35
N -0.525 -1.670 -1.749 -0.05 -0.07 -0.04
O 1.620 0.994 -0.495 0.01 -0.32 -0.30
H 0.378 1.251 0.310 -1.02 -0.14 0.30
H 0.556 0.619 -2.052 -0.13 -0.19 0.39
H 0.869 -1.581 -0.215 -0.10 0.11 -0.17
H -1.154 -2.356 -1.337 0.17 0.11 -0.06
H 0.114 -2.134 -2.389 -0.02 0.07 0.17
```
Forces are in eV/Å.

Lowest unoccupied orbital energy: 0.7 eV
HOMO energy: -0.2979 Ha
SMILES: N[NH2+]N[O-].CO



No. 5
DFT (wB97M-V/def2-TZVPD) results for a cluster of 3 separate species, C2H11N2O3 in total in a non-equilibrium geometry.

```
18
Properties=species:S:1:pos:R:3:forces:R:3
N -0.035 -0.124 -1.652 -0.23 0.62 -0.15
C 0.334 -0.032 -0.119 0.80 1.28 -3.21
C -0.619 1.206 0.348 2.38 -3.09 3.14
N -0.324 1.781 1.555 -0.40 0.13 -0.73
O -1.590 1.336 -0.317 -1.66 1.53 -1.22
H -0.289 -1.146 -1.762 0.69 0.64 -0.69
H -0.949 0.375 -1.807 0.73 -0.09 0.60
H 0.649 0.316 -2.327 -0.79 -1.08 1.08
H 1.432 0.033 -0.111 -0.55 0.97 0.27
H 0.253 -1.086 0.073 -1.19 -0.07 1.62
H 0.353 1.379 2.218 -0.41 0.39 -0.90
H -0.956 2.534 1.863 0.57 -0.76 -0.10
H -0.158 -3.331 -1.708 1.40 -1.53 -0.58
H -1.576 -2.921 -1.756 -1.70 -0.43 -0.51
O -0.746 -2.680 -1.403 0.18 1.51 1.03
H 2.248 -1.268 2.155 -0.35 2.10 -0.87
H 3.315 -0.224 1.980 -1.99 0.41 -0.56
O 2.323 -0.319 1.780 2.51 -2.55 1.78
```
Forces are in eV/Å.

Charge: +1
Lowest unoccupied orbital energy: -3.0 eV
HOMO energy: -0.5261 Ha



No. 6
DFT (wB97M-V/def2-TZVPD) results for a structure of composition C4H6O2.

```
12
Properties=species:S:1:pos:R:3:forces:R:3
C -1.621 -0.319 -0.215 -0.05 -0.07 -0.03
C -0.455 -0.892 0.552 -0.05 -0.17 0.08
O -0.349 -2.073 0.859 -0.03 0.25 -0.19
C 0.592 -0.046 1.090 0.06 -0.27 -0.04
C 1.681 0.333 0.172 0.11 -0.12 0.00
O 0.791 1.464 -0.026 -0.10 0.18 0.13
H -1.276 0.230 -1.097 -0.01 -0.10 0.13
H -2.283 -1.134 -0.512 0.09 0.08 0.05
H -2.176 0.391 0.407 0.13 -0.10 -0.04
H 0.598 1.789 0.880 0.16 0.36 -0.23
H 1.784 -0.174 -0.791 -0.06 0.05 0.13
H 2.653 0.623 0.580 -0.24 -0.09 0.01
```
Forces are in eV/Å.

Lowest unoccupied orbital energy: 0.2 eV
HOMO energy: -0.3349 Ha



Q: Which total energy values were calculated for the entries above? A: -53173.887; -198417.273; -17019.052; -9743.533; -11368.674; -8336.076, in eV.
Q: Which energy above the lowest of the compared OMol25 structures with the same formula, charge and spin values were calculated for the entries above? A: 137.4; 27.9; 481.3; 533.8; 131.1; 423.1, in kJ/mol.